{"formula": "C39H30CdF3IN7O2Te", "method": "ωB97M-V/def2-TZVPD", "species": ["Cd", "C", "C", "N", "C", "C", "C", "O", "C", "C", "N", "C", "C", "C", "C", "C", "C", "I", "C", "O", "H", "H", "H", "H", "H", "H", "H", "H", "H", "H", "H", "H", "C", "C", "C", "C", "N", "C", "C", "C", "C", "C", "C", "N", "H", "H", "H", "H", "H", "H", "H", "H", "F", "C", "F", "F", "N", "C", "N", "C", "N", "Te", "C", "C", "C", "C", "C", "C", "C", "C", "C", "C", "C", "C", "H", "H", "H", "H", "H", "H", "H", "H", "H", "H"], "xyz": [[-17.139, -2.013, 10.641], [-20.907, 1.268, 8.698], [-20.151, 0.383, 7.812], [-20.392, 0.423, 6.522], [-19.804, -0.492, 5.667], [-19.149, -1.616, 6.033], [-18.969, -2.732, 4.970], [-17.789, -3.470, 5.059], [-18.850, -1.780, 7.445], [-18.512, -3.075, 7.924], [-17.999, -3.398, 9.083], [-17.766, -4.776, 9.345], [-16.860, -5.498, 8.620], [-16.533, -6.825, 8.903], [-17.166, -7.441, 9.966], [-17.984, -6.687, 10.773], [-18.284, -5.369, 10.480], [-19.444, -4.383, 11.859], [-19.265, -0.752, 8.410], [-19.004, -0.749, 9.615], [-21.913, 1.369, 8.286], [-20.408, 2.230, 8.643], [-20.936, 1.000, 9.723], [-20.048, -0.400, 4.586], [-19.161, -2.344, 3.966], [-19.703, -3.472, 5.212], [-17.059, -3.013, 5.487], [-18.730, -3.897, 7.210], [-16.335, -4.952, 7.792], [-15.833, -7.306, 8.221], [-16.961, -8.512, 10.156], [-18.361, -7.123, 11.724], [-14.207, -2.791, 7.120], [-14.368, -1.700, 6.292], [-15.101, -0.596, 6.664], [-15.702, -0.639, 7.941], [-15.634, -1.763, 8.675], [-14.876, -2.782, 8.335], [-16.336, 0.607, 8.540], [-16.875, 1.597, 7.712], [-17.494, 2.686, 8.315], [-17.624, 2.723, 9.661], [-17.098, 1.684, 10.422], [-16.401, 0.693, 9.870], [-13.721, -3.702, 6.799], [-13.812, -1.653, 5.372], [-15.146, 0.272, 6.051], [-14.954, -3.702, 8.954], [-16.834, 1.521, 6.653], [-17.919, 3.459, 7.655], [-18.206, 3.486, 10.157], [-17.121, 1.795, 11.496], [-18.287, -1.774, 13.532], [-17.736, -1.004, 12.525], [-16.625, -0.383, 13.167], [-18.578, 0.054, 12.374], [-12.962, -5.619, 8.781], [-13.284, -5.409, 9.891], [-13.532, -4.956, 11.093], [-14.639, -4.330, 11.245], [-15.690, -3.784, 11.432], [-22.137, -1.008, 12.023], [-24.256, -0.819, 11.665], [-25.169, -1.163, 12.678], [-26.516, -1.048, 12.518], [-27.023, -0.584, 11.309], [-26.138, -0.215, 10.321], [-24.786, -0.354, 10.509], [-22.270, 0.038, 13.836], [-21.728, 1.366, 13.900], [-21.751, 2.096, 15.069], [-22.230, 1.524, 16.238], [-22.773, 0.242, 16.211], [-22.752, -0.501, 15.024], [-24.828, -1.424, 13.685], [-27.134, -1.410, 13.334], [-28.119, -0.643, 11.155], [-26.587, 0.068, 9.356], [-24.183, -0.041, 9.705], [-21.314, 1.848, 13.011], [-21.347, 3.081, 15.064], [-22.109, 1.967, 17.200], [-23.017, -0.215, 17.165], [-23.097, -1.589, 15.034]], "lumo_ev": 2.07, "multiplicity": 1, "e_above_lowest_kcal_mol": 17.5, "homo_ev": -5.1, "total_energy_ha": -3071.0176, "max_force_ha_per_bohr": 0.076, "total_charge": -1}

{"formula": "C39H30ClF15GeN9O4SSe3SiY", "method": "ωB97M-V/def2-TZVPD", "species": ["Y", "Se", "Se", "C", "C", "C", "C", "C", "N", "C", "C", "C", "C", "C", "N", "H", "H", "H", "H", "H", "H", "H", "H", "O", "N", "O", "O", "C", "Si", "C", "C", "Se", "H", "H", "H", "H", "H", "H", "H", "H", "H", "F", "C", "C", "C", "F", "C", "F", "C", "F", "C", "F", "Ge", "S", "C", "C", "F", "C", "F", "C", "F", "C", "F", "C", "F", "C", "C", "F", "C", "F", "C", "F", "C", "F", "C", "F", "N", "N", "N", "C", "N", "N", "H", "H", "H", "Cl", "C", "C", "C", "C", "N", "C", "H", "H", "H", "H", "C", "C", "O", "H", "H", "H", "H", "H", "H"], "xyz": [[0.045, 0.271, -0.738], [0.155, 2.230, 2.835], [0.307, 0.014, 2.161], [2.164, 0.288, 1.709], [3.133, 0.553, 2.666], [4.426, 0.791, 2.234], [4.693, 0.732, 0.874], [3.655, 0.448, 0.000], [2.409, 0.233, 0.410], [-1.462, 2.614, 1.921], [-2.157, 3.790, 2.180], [-3.432, 3.915, 1.668], [-3.960, 2.863, 0.928], [-3.160, 1.762, 0.689], [-1.923, 1.642, 1.155], [2.848, 0.595, 3.709], [5.200, 1.033, 2.947], [5.685, 0.925, 0.494], [3.812, 0.402, -1.070], [-1.695, 4.561, 2.780], [-4.022, 4.798, 1.869], [-4.976, 2.896, 0.567], [-3.503, 0.909, 0.126], [0.498, 2.340, -0.272], [-0.157, 2.595, -1.292], [0.002, 3.610, -1.888], [-1.096, 1.831, -1.570], [1.934, 3.959, -4.420], [3.011, 2.478, -3.888], [3.638, 1.373, -5.323], [4.386, 2.972, -2.640], [1.578, 0.980, -2.640], [2.533, 4.846, -4.604], [1.211, 4.190, -3.639], [1.381, 3.728, -5.325], [4.418, 1.870, -5.889], [2.816, 1.132, -5.989], [4.021, 0.433, -4.938], [4.939, 3.829, -3.012], [5.091, 2.162, -2.475], [3.949, 3.236, -1.679], [-3.231, 0.120, -5.511], [-3.823, 0.894, -4.588], [-4.093, 0.400, -3.325], [-4.828, 1.218, -2.487], [-5.204, 0.704, -1.305], [-5.211, 2.505, -2.833], [-5.910, 3.264, -1.981], [-4.865, 3.001, -4.088], [-5.206, 4.240, -4.438], [-4.189, 2.177, -4.980], [-3.901, 2.606, -6.211], [-3.340, -1.311, -2.556], [-2.250, -1.281, -0.718], [-4.801, -2.659, -2.363], [-4.437, -3.950, -2.028], [-3.125, -4.227, -1.950], [-5.371, -4.945, -1.785], [-4.993, -6.184, -1.460], [-6.725, -4.638, -1.882], [-7.641, -5.576, -1.643], [-7.117, -3.349, -2.227], [-8.413, -3.055, -2.331], [-6.147, -2.381, -2.461], [-6.526, -1.144, -2.801], [-2.217, -1.909, -4.116], [-1.135, -1.076, -4.342], [-1.002, -0.067, -3.455], [-0.262, -1.233, -5.404], [0.756, -0.410, -5.622], [-0.497, -2.301, -6.273], [0.322, -2.500, -7.306], [-1.578, -3.155, -6.074], [-1.792, -4.170, -6.916], [-2.438, -2.941, -5.001], [-3.504, -3.736, -4.829], [4.015, -3.120, -2.128], [2.701, -2.861, -2.008], [1.799, -3.373, -2.801], [0.693, -2.787, -2.371], [0.942, -1.961, -1.354], [2.231, -2.033, -1.129], [4.207, -4.002, -2.586], [4.507, -2.947, -1.262], [-0.279, -2.976, -2.776], [3.998, -4.831, 2.635], [2.484, -4.279, 2.017], [1.599, -5.153, 1.398], [0.398, -4.644, 0.932], [0.138, -3.290, 1.086], [0.994, -2.466, 1.670], [2.131, -2.941, 2.141], [1.836, -6.202, 1.300], [-0.329, -5.286, 0.461], [-0.781, -2.842, 0.730], [2.777, -2.232, 2.638], [-2.746, -2.943, 3.661], [-2.709, -1.426, 3.816], [-2.066, -0.781, 2.738], [-3.309, -3.379, 4.482], [-1.738, -3.348, 3.666], [-3.214, -3.227, 2.719], [-2.134, -1.147, 4.701], [-3.729, -1.033, 3.933], [-2.547, -0.955, 1.918]], "lumo_ev": 0.03, "multiplicity": 1, "homo_ev": -7.2, "total_energy_ha": -14263.2677, "max_force_ha_per_bohr": 0.087}

{"formula": "C39H31P2PtS2", "method": "ωB97M-V/def2-TZVPD", "species": ["Pt", "S", "P", "C", "P", "S", "C", "C", "C", "C", "C", "C", "C", "C", "C", "C", "C", "C", "C", "C", "C", "C", "C", "C", "C", "C", "C", "C", "C", "C", "H", "H", "H", "H", "H", "H", "H", "H", "H", "H", "H", "H", "H", "H", "H", "H", "H", "H", "H", "H", "C", "C", "C", "C", "C", "C", "C", "C", "C", "C", "C", "C", "C", "C", "H", "H", "H", "H", "H", "H", "H", "H", "H", "H", "H"], "xyz": [[0.200, -0.094, 0.388], [2.531, 0.384, 0.469], [1.733, 2.269, 0.305], [0.129, 2.031, 0.556], [-1.467, 2.193, 0.163], [-2.142, 0.258, 0.211], [-2.369, 3.250, 1.349], [-3.045, 2.667, 2.415], [-3.612, 3.462, 3.402], [-3.500, 4.844, 3.334], [-2.818, 5.431, 2.276], [-2.255, 4.638, 1.288], [-1.907, 2.934, -1.449], [-0.985, 2.846, -2.487], [-1.290, 3.350, -3.742], [-2.526, 3.939, -3.972], [-3.459, 4.012, -2.946], [-3.152, 3.512, -1.689], [2.499, 3.425, 1.486], [1.697, 4.056, 2.428], [2.257, 4.951, 3.331], [3.620, 5.207, 3.299], [4.427, 4.569, 2.363], [3.868, 3.682, 1.457], [2.230, 3.009, -1.293], [2.603, 2.202, -2.363], [2.804, 2.759, -3.620], [2.633, 4.123, -3.815], [2.267, 4.934, -2.749], [2.068, 4.379, -1.494], [-3.116, 1.586, 2.459], [-4.139, 3.000, 4.228], [-3.941, 5.463, 4.105], [-2.725, 6.509, 2.221], [-1.720, 5.100, 0.466], [-0.030, 2.371, -2.303], [-0.558, 3.283, -4.537], [-2.766, 4.335, -4.952], [-4.430, 4.460, -3.125], [-3.885, 3.569, -0.894], [0.637, 3.821, 2.441], [1.629, 5.443, 4.063], [4.058, 5.902, 4.005], [5.492, 4.763, 2.342], [4.493, 3.181, 0.726], [2.722, 1.138, -2.197], [3.094, 2.124, -4.448], [2.785, 4.554, -4.797], [2.132, 5.998, -2.896], [1.777, 5.013, -0.664], [1.493, -6.925, -1.624], [1.050, -6.550, -0.362], [0.909, -5.211, -0.029], [1.196, -4.200, -0.953], [1.660, -4.599, -2.212], [1.803, -5.936, -2.548], [1.079, -2.756, -0.661], [0.223, -2.123, 0.160], [-0.843, -2.866, 0.876], [-1.868, -3.509, 0.181], [-2.875, -4.186, 0.856], [-2.878, -4.236, 2.243], [-1.875, -3.579, 2.948], [-0.882, -2.889, 2.272], [1.603, -7.972, -1.880], [0.818, -7.308, 0.378], [0.576, -4.942, 0.965], [1.904, -3.832, -2.939], [2.158, -6.207, -3.536], [1.791, -2.144, -1.212], [-1.861, -3.477, -0.902], [-3.661, -4.678, 0.295], [-3.660, -4.770, 2.770], [-1.876, -3.595, 4.031], [-0.117, -2.348, 2.816]], "lumo_ev": 2.54, "multiplicity": 1, "e_above_lowest_kcal_mol": 0.0, "homo_ev": -4.0, "total_energy_ha": -3103.2672, "max_force_ha_per_bohr": 0.012, "total_charge": -1}